A.
Formula: C5H9NOS
Source: the Open Molecules 2025 dataset
Level of theory: wB97M-V/def2-TZVPD

Structure (SMILES): CON(C=S)C1CC1
Lowest unoccupied orbital energy, eV: 0.709
HOMO-LUMO gap, eV: 9.06
HOMO energy, eV: -8.4

Last columns: bonded neighbours and bond lengths (Å).
Atoms and positions in Å:
1 H -0.63505 1.05966 -1.69795  C3 1.085
2 H 1.77029 -0.99449 0.94188  C8 1.077
3 C -0.32009 0.85197 -0.68102  H1 1.085, C4 1.489, C10 1.499, N16 1.416
4 C -0.55335 1.89957 0.35160  C3 1.489, H5 1.104, H6 1.102, C10 1.495
5 H -1.08054 2.82954 0.07776  C4 1.104
6 H -0.79576 1.53859 1.36395  C4 1.102
7 H 1.55392 1.15080 0.55942  C10 1.113
8 C 1.33257 -1.81453 0.39769  H2 1.077, O13 1.432, H15 1.093, H17 1.076
9 H -1.55426 -2.22313 -0.14008  C11 1.097
10 C 0.83494 1.63711 -0.13730  C3 1.499, C4 1.495, H7 1.113, H14 1.090
11 C -1.65035 -1.13071 -0.18309  H9 1.097, S12 1.641, N16 1.345
12 S -3.11949 -0.41592 -0.03050  C11 1.641
13 O 0.58391 -1.35283 -0.73177  C8 1.432, N16 1.403
14 H 1.30556 2.34304 -0.82115  C10 1.090
15 H 0.69395 -2.40752 1.05759  C8 1.093
16 N -0.46534 -0.51281 -0.33114  C3 1.416, C11 1.345, O13 1.403
17 H 2.09907 -2.45835 0.00410  C8 1.076

These are the Mulliken partial charges, in e, on atoms 1 to 6: number 1, H, carries 0.36; number 2, H, carries 0.19; number 3, C, carries -0.15; number 4, C, carries -0.39; number 5, H, carries 0.22; number 6, H, carries 0.22

***

B.
Formula: C5H9NOS
Source: the Open Molecules 2025 dataset
Level of theory: wB97M-V/def2-TZVPD

Structure (SMILES): C=C(C)C.ON=C=S
Lowest unoccupied orbital energy, eV: 0.323
HOMO-LUMO gap, eV: 9.16
HOMO energy, eV: -8.8

Last columns: bonded neighbours and bond lengths (Å).
Atoms and positions in Å:
1 H -0.56022 -2.26561 0.42974  C11 1.048
2 C 3.07116 0.85730 0.09235  N3 1.196, S10 1.584
3 N 2.36258 -0.09310 -0.06783  C2 1.196, O7 1.352
4 H 0.88857 -1.04790 0.47684  O7 1.036
5 H -1.23092 -0.40747 -2.02273  C17 1.142
6 C -1.41299 1.10100 0.54468  H12 1.126, H13 1.110, C14 1.478, H16 1.189
7 O 1.90926 -1.22321 0.51888  N3 1.352, H4 1.036
8 H 0.18433 0.62591 -1.54834  C17 1.007
9 H 0.30199 -1.09349 -1.50394  C17 1.116
10 S 3.32964 2.41849 0.16134  C2 1.584
11 C -1.03348 -1.38729 0.74909  H1 1.048, C14 1.357, H15 1.115
12 H -0.70846 1.96169 0.36744  C6 1.126
13 H -1.84412 1.00379 1.56324  C6 1.110
14 C -0.90075 -0.20839 0.09022  C6 1.478, C11 1.357, C17 1.525
15 H -1.70364 -1.49666 1.63387  C11 1.115
16 H -2.30630 1.45662 -0.15482  C6 1.189
17 C -0.34666 -0.20169 -1.33003  H5 1.142, H8 1.007, H9 1.116, C14 1.525

These are the Mulliken partial charges, in e, on atoms 1 to 6: number 1, H, carries 0.37; number 2, C, carries 0.26; number 3, N, carries -0.09; number 4, H, carries 0.36; number 5, H, carries 0.34; number 6, C, carries -1.26

***

Least stable of them? B.

***

A.
Formula: C5H9NOS
Source: the Open Molecules 2025 dataset
Level of theory: wB97M-V/def2-TZVPD

Lowest unoccupied orbital energy (alpha / beta), eV: -0.035 / -0.565
HOMO-LUMO gap (alpha / beta), eV: 8.19 / 6.98
HOMO energy (alpha / beta), eV: -8.2 / -7.5

Last columns: bonded neighbours and bond lengths (Å).
Atoms and positions in Å:
1 H -1.58662 -2.10939 -1.54016  C13 1.011
2 H -0.97643 -2.95728 -0.15216  C13 1.190
3 H -1.32380 1.37247 1.34463  S10 1.486
4 H 0.71705 1.80400 2.01506  C7 1.158
5 N 2.67706 -0.55746 -1.11065  C17 1.129
6 H -0.93218 0.43996 -1.77557  C9 1.092
7 C 0.96214 0.82662 1.44459  H4 1.158, H12 1.122, C14 1.497, H15 1.096
8 O -1.24146 -0.82138 -0.11455  C9 1.344, C13 1.396
9 C -1.12743 0.38205 -0.70261  H6 1.092, O8 1.344, S10 1.727
10 S -1.95711 1.70181 0.04135  H3 1.486, C9 1.727
11 H 0.13459 -2.01143 -1.27131  C13 1.123
12 H 0.05446 0.21454 1.68808  C7 1.122
13 C -0.89235 -1.97508 -0.81822  H1 1.011, H2 1.190, O8 1.396, H11 1.123
14 C 1.19182 1.08551 -0.01201  C7 1.497, H16 1.189, C17 1.349
15 H 1.78270 0.37260 2.01162  C7 1.096
16 H 0.55413 2.02558 -0.36396  C14 1.189
17 C 1.96344 0.20690 -0.68414  N5 1.129, C14 1.349

These are the Mulliken partial charges, in e, on atoms 1 to 6: number 1, H, carries 0.39; number 2, H, carries 0.21; number 3, H, carries 0.16; number 4, H, carries 0.29; number 5, N, carries -0.50; number 6, H, carries 0.45

***

B.
Formula: C5H9NOS
Source: the Open Molecules 2025 dataset
Level of theory: wB97M-V/def2-TZVPD

Structure (SMILES): CO[C@@H](S)[C@@H](C)C#N
Lowest unoccupied orbital energy, eV: 0.667
HOMO-LUMO gap, eV: 10.19
HOMO energy, eV: -9.5

Last columns: bonded neighbours and bond lengths (Å).
Atoms and positions in Å:
1 C 0.06316 0.64879 0.11064  S4 1.851, O7 1.414, H9 1.126, C15 1.891
2 C -0.07547 -1.78265 -0.63573  C15 1.473, N17 1.147
3 C 2.27941 -1.06266 0.06495  H5 1.088, H10 1.061, H11 1.104, C15 1.499
4 S -0.22722 0.22038 1.88828  C1 1.851, H13 1.397
5 H 1.98477 -0.98313 1.10942  C3 1.088
6 H -1.97474 2.75581 0.02683  C12 1.150
7 O -1.04694 1.00838 -0.68803  C1 1.414, C12 1.364
8 H 1.17336 -0.36037 -1.66807  C15 1.089
9 H 0.86197 1.41890 -0.08124  C1 1.126
10 H 2.74472 -1.96719 -0.23749  C3 1.061
11 H 2.87290 -0.17645 -0.22032  C3 1.104
12 C -2.13030 1.62884 -0.13801  H6 1.150, O7 1.364, H14 1.074, H16 1.164
13 H -1.23068 -0.70152 1.58053  S4 1.397
14 H -3.00259 1.38953 -0.71661  C12 1.074
15 C 1.00823 -0.78609 -0.67930  C1 1.891, C2 1.473, C3 1.499, H8 1.089
16 H -2.48793 1.41086 0.94837  C12 1.164
17 N -0.81266 -2.66142 -0.66422  C2 1.147

These are the Mulliken partial charges, in e, on atoms 1 to 6: number 1, C, carries -0.45; number 2, C, carries 0.16; number 3, C, carries -0.97; number 4, S, carries -0.17; number 5, H, carries 0.27; number 6, H, carries 0.26

***

Least stable of them? A.

***

A.
Formula: C3H8F2P
Source: the Open Molecules 2025 dataset
Level of theory: wB97M-V/def2-TZVPD

Lowest unoccupied orbital energy, eV: -3.677
HOMO-LUMO gap, eV: 12.06
HOMO energy, eV: -15.7
Total charge: +1

Last columns: bonded neighbours and bond lengths (Å).
Atoms and positions in Å:
1 P -0.63206 -0.81036 -0.56126  C5 1.799, C7 1.858, F10 1.591, C11 1.726
2 H 0.97193 -1.62912 1.21863  C5 1.147
3 F 1.46348 2.22582 -0.13144  H13 0.986
4 H 1.83640 -0.88899 -0.28431  C5 1.105
5 C 0.93459 -1.40340 0.09500  P1 1.799, H2 1.147, H4 1.105, C11 1.547
6 H -0.36355 1.70245 -0.90525  C7 1.110
7 C -1.00680 0.86968 -1.25959  P1 1.858, H6 1.110, H8 1.066, H12 1.128
8 H -2.02497 0.94460 -0.95212  C7 1.066
9 H -0.29167 -3.07757 -0.46035  C11 1.017
10 F -1.89716 -1.11924 0.35309  P1 1.591
11 C 0.17368 -2.29561 -0.91415  P1 1.726, C5 1.547, H9 1.017, H14 1.103
12 H -0.85299 0.87581 -2.37658  C7 1.128
13 H 1.66678 3.16839 0.07621  F3 0.986
14 H 0.55305 -2.39358 -1.94536  C11 1.103

These are the Mulliken partial charges, in e, on atoms 1 to 6: number 1, P, carries 0.73; number 2, H, carries 0.31; number 3, F, carries -0.41; number 4, H, carries 0.31; number 5, C, carries -0.45; number 6, H, carries 0.29

***

B.
Formula: C3H8F2P
Source: the Open Molecules 2025 dataset
Level of theory: wB97M-V/def2-TZVPD

Lowest unoccupied orbital energy, eV: -3.473
HOMO-LUMO gap, eV: 11.89
HOMO energy, eV: -15.4
Total charge: +1

Last columns: bonded neighbours and bond lengths (Å).
Atoms and positions in Å:
1 H -2.06033 -0.04374 -0.71161  C8 1.109
2 C -0.37808 -1.37083 -0.64779  H5 1.062, H7 1.086, C8 1.570, P14 1.797
3 F 0.27867 -1.08087 1.98100  P14 1.573
4 H 0.77429 1.66838 -0.31339  C9 1.126
5 H -0.00029 -0.77698 -1.44271  C2 1.062
6 H -2.24761 -1.56185 0.57067  C8 1.094
7 H 0.02380 -2.37971 -0.63644  C2 1.086
8 C -1.69369 -0.81029 0.00118  H1 1.109, C2 1.570, H6 1.094, P14 1.835
9 C 0.79166 1.31582 0.75564  H4 1.126, H11 1.113, H12 1.055, P14 1.788
10 F 2.90971 0.18981 -0.85594  H13 1.005
11 H 0.15636 2.07204 1.26929  C9 1.113
12 H 1.61467 1.10501 1.38056  C9 1.055
13 H 3.78036 -0.02104 -1.31113  F10 1.005
14 P -0.10496 -0.23097 0.71442  C2 1.797, F3 1.573, C8 1.835, C9 1.788

These are the Mulliken partial charges, in e, on atoms 1 to 6: number 1, H, carries 0.31; number 2, C, carries -0.41; number 3, F, carries -0.24; number 4, H, carries 0.34; number 5, H, carries 0.28; number 6, H, carries 0.32

***

Least stable of them? B.